C6H13O4P in the gas phase at a distorted geometry. Source: OMol25; level of theory: ωB97M-V/def2-TZVPD.

```
24
C6H13O4P, DFT ωB97M-V/def2-TZVPD
C -3.12 -1.32 1.15
C -3.26 -0.42 -0.07
O -1.97 -0.10 -0.55
C -1.73 1.04 -1.24
O -2.43 1.87 -1.64
C -0.11 1.10 -1.57
P 0.58 -0.46 -0.80
O 0.19 -1.71 -1.41
O 2.27 -0.43 -0.97
C 3.01 0.37 -0.07
C 3.60 -0.30 1.13
H -2.74 -2.39 1.05
H -2.24 -0.82 1.74
H -4.11 -1.19 1.73
H -3.79 0.55 0.25
H -3.88 -0.82 -0.95
H -0.04 1.06 -2.73
H 0.26 2.13 -1.34
H 0.55 -0.41 0.54
H 3.97 0.68 -0.63
H 2.42 1.32 0.10
H 3.93 -1.27 0.78
H 4.34 0.36 1.60
H 3.00 -0.60 2.02
```

Values from the calculation:
SMILES: CCOC(=O)C[P@@H](=O)OCC
molecular weight: 180.14 Da
spin multiplicity: 1
LUMO level: 0.711 eV

***

3 unconnected molecules or ions with the total composition C22H44NO13P at a distorted geometry. Source: OMol25; level of theory: ωB97M-V/def2-TZVPD.

```
81
C22H44NO13P, DFT ωB97M-V/def2-TZVPD
C -5.78 -0.66 -1.03
C -4.88 0.31 -1.13
C -4.54 1.26 -0.02
C -3.24 0.85 0.76
P -1.82 1.31 -0.34
O -0.72 0.34 -0.51
O -3.37 -0.57 1.04
C -4.27 -0.65 2.06
O -4.85 -1.63 2.35
O -4.38 0.54 2.71
C -3.22 1.31 2.24
C -2.00 0.81 3.06
O -0.93 0.40 2.28
C -0.54 -0.97 2.51
C 0.27 -1.53 1.35
C -0.53 -2.40 0.38
O -3.33 2.66 2.55
N -4.23 3.49 1.69
O -5.20 3.74 2.24
H -6.06 -1.27 -1.88
H -6.28 -0.87 -0.08
H -4.34 0.43 -2.07
H -5.38 1.37 0.67
H -4.37 2.24 -0.47
H -2.45 1.51 -1.57
H -1.38 2.54 0.17
H -2.34 0.03 3.75
H -1.70 1.68 3.67
H -1.45 -1.58 2.65
H 0.03 -1.02 3.44
H 0.74 -0.71 0.80
H 1.07 -2.14 1.78
H -1.14 -1.79 -0.30
H 0.14 -3.01 -0.24
H -1.21 -3.08 0.91
C 6.31 -6.35 2.99
O 5.97 -5.05 3.41
C 5.20 -4.36 2.44
C 4.49 -3.18 3.06
O 3.32 -3.52 3.79
C 3.50 -4.10 5.07
C 3.93 -3.11 6.14
O 5.32 -2.85 6.06
C 5.68 -1.70 6.79
H 6.91 -6.33 2.07
H 6.91 -6.80 3.78
H 5.42 -6.96 2.82
H 4.45 -5.03 2.00
H 5.85 -4.00 1.64
H 4.13 -2.55 2.24
H 5.18 -2.59 3.66
H 4.20 -4.94 5.03
H 2.52 -4.47 5.35
H 3.69 -3.53 7.13
H 3.36 -2.18 6.01
H 5.18 -0.81 6.40
H 6.76 -1.58 6.68
H 5.44 -1.80 7.85
C -0.81 4.43 -9.19
O -0.51 4.29 -7.82
C -0.75 5.48 -7.09
C -0.83 5.20 -5.61
O -2.08 4.65 -5.20
C -2.28 3.28 -5.46
C -1.55 2.36 -4.51
O -0.20 2.22 -4.88
C 0.59 1.70 -3.83
H -0.20 5.21 -9.66
H -0.59 3.48 -9.67
H -1.87 4.67 -9.34
H -1.69 5.95 -7.43
H 0.07 6.20 -7.27
H -0.76 6.16 -5.09
H 0.00 4.57 -5.29
H -2.04 3.02 -6.49
H -3.36 3.12 -5.31
H -2.03 1.36 -4.52
H -1.62 2.77 -3.49
H 0.58 2.38 -2.97
H 1.61 1.62 -4.20
H 0.24 0.72 -3.50
```

Values from the calculation:
SMILES: C=CC[C@]1([PH2]=O)OC(=O)O[C@]1(COCCC)ON=O.COCCOCCOC.COCCOCCOC
molecular weight: 561.56 Da
spin multiplicity: 1
LUMO level: -1.151 eV

***

H3O4P in the gas phase at a distorted geometry. Source: OMol25; level of theory: ωB97M-V/def2-TZVPD.

```
8
H3O4P, DFT ωB97M-V/def2-TZVPD
O 1.51 1.00 0.27
O -1.18 -0.17 0.17
O 1.38 -0.16 -0.66
O -1.23 1.25 0.39
P 0.50 -1.24 0.16
H 0.72 1.53 -0.06
H -1.74 -0.31 0.95
H 0.04 -1.88 -1.22
```

Values from the calculation:
molecular weight: 97.99 Da
spin multiplicity: 1
LUMO level: -0.779 eV

***

A molecular structure, C38H31GeN4PdSTe. Source: OMol25; level of theory: ωB97M-V/def2-TZVPD.

```
77
C38H31GeN4PdSTe, DFT ωB97M-V/def2-TZVPD
Pd -0.92 -0.09 -0.24
C 1.02 3.42 3.78
C 1.31 2.07 3.89
C 0.56 1.13 3.21
C -0.50 1.54 2.40
C -0.81 2.89 2.30
C -0.05 3.83 2.99
N -1.24 0.58 1.65
C -2.45 0.21 2.09
C -2.99 0.60 3.36
C -4.21 0.15 3.76
C -5.00 -0.73 2.97
C -4.53 -1.12 1.76
C -3.28 -0.65 1.30
N -2.76 -0.92 0.08
N -3.26 -1.74 -0.74
C -2.48 -1.83 -1.90
C -2.99 -2.59 -2.96
C -2.27 -2.66 -4.13
C -1.08 -1.96 -4.24
C -0.63 -1.24 -3.15
N -1.29 -1.19 -1.99
H 1.62 4.15 4.30
H 2.14 1.74 4.51
H 0.79 0.08 3.28
H -1.63 3.20 1.68
H -0.29 4.88 2.90
H -2.42 1.26 4.00
H -4.59 0.46 4.73
H -5.97 -1.06 3.33
H -5.10 -1.77 1.10
H -3.93 -3.09 -2.82
H -2.64 -3.25 -4.96
H -0.49 -1.98 -5.15
H 0.28 -0.67 -3.20
C 2.07 2.15 0.07
Ge 1.47 0.31 -0.27
C 2.28 -0.85 1.11
C 3.65 -0.73 1.37
C 4.27 -1.52 2.32
C 3.53 -2.45 3.04
C 2.18 -2.59 2.79
C 1.56 -1.79 1.84
C 2.34 -0.22 -1.97
C 2.83 0.78 -2.78
C 3.46 0.50 -4.02
C 3.58 -0.79 -4.44
C 3.09 -1.86 -3.66
C 3.18 -3.20 -4.11
C 2.67 -4.22 -3.36
C 2.04 -3.95 -2.13
C 1.95 -2.67 -1.67
C 2.47 -1.57 -2.41
H 3.16 2.19 0.10
H 1.68 2.50 1.02
H 1.70 2.81 -0.72
H 4.24 0.00 0.82
H 5.33 -1.41 2.51
H 4.02 -3.08 3.78
H 1.59 -3.32 3.35
H 0.49 -1.89 1.67
H 2.74 1.81 -2.48
H 3.83 1.31 -4.62
H 4.06 -1.02 -5.39
H 3.66 -3.39 -5.06
H 2.74 -5.24 -3.72
H 1.63 -4.76 -1.54
H 1.46 -2.48 -0.73
Te -1.32 2.24 -2.05
C -2.59 3.30 -0.79
C -2.44 4.59 -0.34
C -3.51 5.00 0.49
C -4.44 4.02 0.67
S -4.02 2.60 -0.17
H -1.59 5.21 -0.60
H -3.58 5.98 0.94
H -5.34 4.06 1.27
```

Values from the calculation:
molecular weight: 882.39 Da
spin multiplicity: 2
LUMO level (spin up / spin down): -1.201 / -1.920 eV

***

C6H7FS in the gas phase at a distorted geometry. Source: OMol25; level of theory: ωB97M-V/def2-TZVPD.

```
15
C6H7FS, DFT ωB97M-V/def2-TZVPD
F -0.13 2.18 0.53
C -0.11 1.18 -0.44
C -1.45 0.55 -0.62
C -1.41 -0.80 -0.58
C -0.05 -1.26 -0.12
C 0.38 -0.72 1.21
C 0.81 0.05 0.02
S 2.53 0.14 -0.50
H 0.21 1.61 -1.40
H -2.34 1.13 -0.89
H -2.27 -1.49 -0.59
H 0.30 -2.27 -0.43
H 1.14 -1.28 1.78
H -0.43 -0.29 1.81
H 2.82 1.25 0.22
```

Values from the calculation:
SMILES: F[C@@H]1C=C[C@@H]2C[C@]12S
molecular weight: 130.19 Da
spin multiplicity: 1
LUMO level: 0.932 eV

***

A gas-phase ion, C3H4N (charge +1) at a distorted geometry. Source: OMol25; level of theory: ωB97M-V/def2-TZVPD.

```
8
C3H4N, DFT ωB97M-V/def2-TZVPD
C -1.46 -0.34 -0.16
C -2.54 0.31 -0.08
C -0.21 -0.50 0.24
N 0.90 0.30 -0.15
H -0.18 -1.27 1.04
H 1.16 0.24 -1.20
H 1.66 0.04 0.52
H 0.69 1.23 -0.20
```

Values from the calculation:
molecular weight: 54.07 Da
total charge: +1
spin multiplicity: 1
LUMO level: -6.878 eV

***

10 unconnected molecules or ions with the total composition C14H48B3O15P at a distorted geometry. Source: OMol25; level of theory: ωB97M-V/def2-TZVPD.

```
81
C14H48B3O15P, DFT ωB97M-V/def2-TZVPD
O 1.20 -0.46 3.05
C 0.48 0.70 3.13
C -0.72 0.86 2.00
B -0.32 0.13 0.58
O -1.17 -0.89 -0.12
B -1.61 -0.13 -1.35
C -3.23 0.10 -1.51
C -3.64 1.24 -0.36
C -4.97 2.08 -0.83
O -5.85 2.40 0.33
O -0.55 0.36 -2.25
B 0.41 1.14 -1.40
P 0.98 2.94 -1.77
O 1.67 3.10 -3.18
O 0.95 0.49 -0.15
H 0.74 1.51 3.96
H -0.77 2.03 1.77
H -1.78 0.54 2.38
H -3.84 -0.86 -1.23
H -3.43 0.48 -2.61
H -2.67 1.90 -0.19
H -3.90 0.74 0.68
H -4.58 3.09 -1.32
H -5.63 1.50 -1.63
H -5.26 2.66 1.11
H -0.10 3.92 -1.68
H 1.94 3.35 -0.74
C -3.62 5.28 1.59
O -3.08 3.98 1.42
H -4.68 5.19 1.85
H -3.09 5.79 2.39
H -3.52 5.84 0.65
H -2.14 4.09 1.18
C 3.54 -2.91 2.71
O 3.98 -2.46 3.98
H 4.12 -3.79 2.43
H 2.48 -3.17 2.77
H 3.69 -2.12 1.97
H 3.45 -1.68 4.21
C -4.00 -1.64 3.08
O -2.88 -0.81 3.29
H -4.79 -1.06 2.59
H -3.71 -2.48 2.44
H -4.36 -2.01 4.04
H -2.19 -1.35 3.73
C 5.78 -5.18 0.31
O 6.59 -5.76 -0.70
H 5.74 -5.86 1.16
H 6.20 -4.23 0.62
H 4.76 -5.03 -0.08
H 6.60 -5.14 -1.45
C -3.69 4.68 -3.70
O -3.70 3.36 -3.18
H -3.96 5.38 -2.90
H -2.69 4.92 -4.06
H -4.42 4.76 -4.51
H -3.46 2.77 -3.92
C 1.14 6.05 -3.87
O 1.58 6.50 -2.60
H 1.72 5.17 -4.16
H 0.08 5.79 -3.81
H 1.29 6.84 -4.61
H 1.05 7.28 -2.37
C 5.39 -6.63 4.38
O 5.37 -5.60 3.41
H 5.64 -7.58 3.89
H 6.14 -6.41 5.14
H 4.40 -6.72 4.84
H 5.14 -4.78 3.88
C 5.48 -2.04 -1.27
O 6.29 -2.62 -2.27
H 5.44 -2.72 -0.41
H 5.90 -1.09 -0.96
H 4.46 -1.89 -1.66
H 6.30 -2.00 -3.02
C -3.03 -3.78 -2.41
O -3.93 -2.73 -2.74
H -2.07 -3.35 -2.12
H -3.44 -4.36 -1.58
H -2.89 -4.42 -3.28
H -4.77 -3.15 -3.00
```

Values from the calculation:
SMILES: O=CCB1OB(CCCO)OB([PH2]=O)O1.CO.CO.CO.CO.CO.CO.CO.CO.CO
molecular weight: 519.93 Da
spin multiplicity: 1
LUMO level: -0.874 eV

***

C4H2O4 in the gas phase at a distorted geometry. Source: OMol25; level of theory: ωB97M-V/def2-TZVPD.

```
10
C4H2O4, DFT ωB97M-V/def2-TZVPD
O -2.49 -0.20 0.08
C -1.40 -0.02 -0.05
C -0.66 1.18 0.24
C 0.76 0.80 -0.09
O 1.72 1.58 -0.15
C 0.83 -0.86 -0.17
O 1.83 -1.50 0.31
O -0.50 -1.19 -0.27
H -0.69 1.82 1.05
H -1.03 1.97 -0.46
```

Values from the calculation:
SMILES: O=C1CC(=O)C(=O)O1
molecular weight: 114.06 Da
spin multiplicity: 1
LUMO level: -0.890 eV